(1)
ORCA calculation (the ωB97M-V functional and the def2-TZVPD basis) on C3H8N2OS in the gas phase.

The geometry in XYZ format:
```
15
C3H8N2OS, DFT the ωB97M-V functional and the def2-TZVPD basis
N 1.1323 -1.5010 -1.4318
C 1.0787 -0.2478 -0.8533
O 1.6087 0.6464 -1.4523
C 0.0487 -0.1694 0.2579
N 0.7084 0.3955 1.4707
C -1.1384 0.6086 -0.2186
S -2.5873 0.8261 0.8673
H 0.8776 -2.3278 -0.9086
H 1.8156 -1.6754 -2.1465
H -0.1781 -1.1635 0.6430
H -0.0488 0.6260 2.0950
H 1.2008 1.2760 1.3410
H -1.6000 0.1898 -1.1172
H -0.8321 1.5704 -0.6316
H -2.0861 0.9461 2.0851
```

---

(2)
ORCA calculation (the ωB97M-V functional and the def2-TZVPD basis) on C3H8N2OS as an isolated structure.

The geometry in XYZ format:
```
15
C3H8N2OS, DFT the ωB97M-V functional and the def2-TZVPD basis
C 1.1447 0.7160 -0.1312
C 1.0861 0.0094 1.2682
C 0.0265 0.0201 -0.9226
N -1.5344 1.5091 0.4013
N -2.6303 -1.1318 -1.1706
O -0.2275 -0.2109 1.6681
S -1.2819 0.0108 0.4012
H 0.9474 1.7236 0.2540
H 2.1011 0.7700 -0.7089
H 1.6210 -1.0365 1.0794
H 1.7149 0.6970 1.8668
H -0.5169 0.5767 -1.6908
H 0.2390 -1.0105 -1.1174
H -2.3820 1.6664 -0.1292
H -3.5645 -1.1705 -0.7212
```

---

Looking at energy relative to the best compared isomer or geometry (same formula, charge and spin) for the records above, in order, we have 18.4 185.5 kcal per mole.